# 1
This record from the Open Molecules 2025 dataset describes a 4-piece molecular cluster, C19H44O9 overall. The level of theory is ωB97M-V with the def2-TZVPD basis set.

```
! RIJCOSX wB97M-V def2-TZVPD def2/J DEFGRID3
* xyz 0 1
C 4.215 1.747 -1.064
O 3.452 2.518 -1.968
C 2.479 3.371 -1.399
C 1.060 2.823 -1.580
C 0.071 3.433 -0.587
C -1.311 2.776 -0.594
C -1.286 1.294 -0.224
O -1.194 0.437 -1.376
C -2.345 0.177 -1.986
O -3.421 0.581 -1.647
H 5.234 1.656 -1.454
H 4.271 2.216 -0.076
H 3.804 0.735 -0.957
H 2.672 3.525 -0.328
H 2.574 4.348 -1.888
H 1.107 1.734 -1.464
H 0.718 3.039 -2.598
H 0.483 3.380 0.430
H -0.051 4.500 -0.810
H -1.779 2.900 -1.576
H -1.947 3.290 0.133
H -0.386 1.082 0.363
H -2.147 1.019 0.385
H -2.186 -0.488 -2.844
C -5.000 -4.284 0.981
O -5.472 -4.771 -0.260
C -6.866 -4.591 -0.448
C -7.168 -3.401 -1.332
O -6.786 -2.182 -0.723
C -5.564 -1.656 -1.213
H -3.912 -4.333 0.954
H -5.309 -3.249 1.152
H -5.360 -4.905 1.809
H -7.368 -4.468 0.517
H -7.257 -5.497 -0.922
H -8.247 -3.361 -1.516
H -6.665 -3.521 -2.298
H -5.679 -1.289 -2.237
H -4.770 -2.409 -1.186
H -5.287 -0.819 -0.578
C 8.002 -0.419 -0.753
O 7.878 0.714 -1.592
C 9.077 1.460 -1.722
C 9.777 1.177 -3.033
O 10.246 -0.159 -3.103
C 9.427 -1.008 -3.883
H 7.087 -1.000 -0.858
H 8.854 -1.040 -1.038
H 8.112 -0.120 0.295
H 9.752 1.247 -0.887
H 8.814 2.522 -1.683
H 10.643 1.840 -3.122
H 9.099 1.389 -3.866
H 9.495 -0.750 -4.946
H 8.380 -0.958 -3.571
H 9.792 -2.024 -3.746
C -2.770 -0.569 2.816
O -3.078 0.706 3.346
C -4.471 0.934 3.494
C -4.921 0.759 4.927
O -4.787 -0.583 5.364
C -3.650 -0.807 6.174
H -1.691 -0.698 2.887
H -3.262 -1.372 3.370
H -3.065 -0.631 1.762
H -5.039 0.262 2.843
H -4.675 1.962 3.180
H -5.978 1.030 5.002
H -4.351 1.431 5.578
H -3.764 -0.324 7.151
H -2.737 -0.440 5.699
H -3.568 -1.883 6.324
*
```

Results
E = -1427.32842 a.u.
Structure (SMILES) = COCCCCCOC=O.COCCOC.COCCOC.COCCOC
LUMO = 0.755 eV

# 2
This record from the Open Molecules 2025 dataset describes C17H50CrF3O18S as an isolated structure in a non-equilibrium geometry. The level of theory is ωB97M-V with the def2-TZVPD basis set.

```
! RIJCOSX wB97M-V def2-TZVPD def2/J DEFGRID3
* xyz 1 5
Cr 23.547 -13.394 24.270
C 21.303 -16.556 26.315
F 20.242 -15.810 26.144
F 22.065 -16.078 27.286
F 20.942 -17.794 26.604
S 22.258 -16.608 24.750
O 21.322 -16.975 23.725
O 22.759 -15.245 24.523
O 23.339 -17.558 24.955
C 23.313 -17.871 29.433
O 23.658 -19.021 30.200
H 24.238 -17.432 29.014
H 22.746 -18.193 28.549
H 22.813 -17.102 30.016
H 24.278 -19.545 29.663
C 26.266 -18.440 23.408
O 25.789 -17.106 23.684
H 25.695 -18.894 22.600
H 27.311 -18.338 23.131
H 26.195 -19.052 24.306
H 24.939 -17.183 24.166
C 19.475 -19.995 30.787
C 20.200 -20.038 29.495
O 19.300 -20.619 28.519
O 19.239 -21.276 31.297
H 18.532 -19.438 30.674
H 20.008 -19.379 31.515
H 21.088 -20.673 29.584
H 20.511 -19.086 29.054
H 19.806 -21.016 27.806
H 18.612 -21.704 30.703
C 24.713 -13.100 27.068
C 25.519 -14.218 26.459
O 25.392 -14.107 25.005
O 23.328 -13.195 26.652
H 25.142 -12.128 26.787
H 24.774 -13.154 28.157
H 25.074 -15.166 26.772
H 26.548 -14.105 26.784
H 26.273 -14.174 24.617
H 22.808 -12.792 27.356
C 22.706 -13.505 21.270
C 23.728 -14.576 21.375
O 24.600 -14.312 22.479
O 22.145 -13.323 22.613
H 21.931 -13.798 20.562
H 23.188 -12.578 20.949
H 24.290 -14.677 20.441
H 23.255 -15.559 21.500
H 25.163 -15.142 22.590
H 21.443 -12.666 22.483
C 24.377 -20.360 26.730
C 25.243 -21.294 27.515
O 25.055 -21.060 28.899
O 24.899 -19.032 26.783
H 23.356 -20.415 27.132
H 24.326 -20.732 25.698
H 26.285 -21.103 27.239
H 24.948 -22.305 27.219
H 25.498 -21.770 29.376
H 24.370 -18.519 26.149
C 16.043 -13.577 25.499
C 17.511 -13.372 25.245
O 17.761 -12.357 24.256
O 15.355 -14.202 24.411
H 15.583 -12.594 25.660
H 15.927 -14.210 26.378
H 17.996 -14.309 24.936
H 18.054 -13.039 26.131
H 17.591 -12.728 23.385
H 15.644 -13.848 23.566
C 19.350 -16.454 20.872
C 20.641 -16.744 20.154
O 21.058 -15.629 19.361
O 19.535 -15.659 22.054
H 18.918 -17.405 21.197
H 18.704 -15.895 20.197
H 20.538 -17.613 19.491
H 21.425 -17.008 20.882
H 21.916 -15.817 18.974
H 20.104 -16.166 22.657
C 21.400 -21.953 22.584
C 21.888 -20.551 22.632
O 21.344 -19.923 23.829
H 21.829 -22.526 21.759
H 20.319 -22.005 22.474
H 21.689 -22.458 23.507
H 21.601 -19.948 21.759
H 22.986 -20.476 22.687
H 21.311 -18.976 23.643
*
```

Results
E = -3773.97066 a.u.
LUMO (spin up / spin down) = -4.539 / -4.234 eV

# 3
This record from the Open Molecules 2025 dataset describes a 2-piece molecular cluster, C2H7ClS overall. The level of theory is ωB97M-V with the def2-TZVPD basis set.

```
! RIJCOSX wB97M-V def2-TZVPD def2/J DEFGRID3
* xyz 0 1
C -0.641 -0.543 0.354
S 0.498 0.397 -0.681
C 2.059 -0.165 0.028
H -0.485 -1.617 0.237
H -0.535 -0.273 1.410
H -1.655 -0.302 0.034
H 2.132 0.101 1.084
H 2.178 -1.247 -0.085
H 2.867 0.334 -0.512
Cl -2.647 1.474 -0.689
H -3.771 1.840 -1.181
*
```

Results
E = -938.75999 a.u.
Structure (SMILES) = CSC.Cl
Relative energy (zero: lowest compared OMol25 entry of this formula, charge and spin) = 14.1 kJ/mol
LUMO = 0.658 eV

Which formula does entry 1 have?
C19H44O9